Entry from the OMol25 dataset: a cluster of 2 separate species, C4H10NO3 in total at a distorted geometry (ωB97M-V/def2-TZVPD).

ORCA input file:
```
! RIJCOSX wB97M-V def2-TZVPD def2/J DEFGRID3
* xyz -1 1
C -2.94 0.00 -0.91
C -1.68 0.03 -0.06
C -0.57 -0.28 -1.12
C 0.83 -0.11 -0.48
O 1.10 -0.49 0.67
O 1.50 0.69 -1.22
N -1.64 -0.75 1.19
H -2.81 -0.55 -1.84
H -3.17 0.99 -1.29
H -3.78 -0.36 -0.31
H -1.36 1.09 0.29
H -0.71 -1.36 -1.39
H -0.59 0.43 -2.00
H -2.20 -1.55 1.17
H -0.66 -0.99 1.30
H 2.96 1.42 1.04
H 2.93 -0.01 1.49
O 3.37 0.85 1.65
*
```

Values from the calculation:
- gap between HOMO and LUMO (eV) = 8.05
- highest occupied orbital energy (eV) = -4.25
- energy above the lowest of the compared OMol25 structures with the same formula, charge and spin (kcal per mole) = 26.3